Entry 1:
Formula: C5H6N2
Source: the OMol25 dataset
Level of theory: ωB97M-V/def2-TZVPD

Orbital gap = 9.499 eV
LUMO level = 0.903 eV
ΔE to the lowest compared entry with this formula, charge and spin = 31.5 kcal per mole
Calculated total energy = -303.585931 hartree

Last columns: bonded neighbours and bond lengths (Å).
Positions of all 13 atoms, in Å:
1 C 0.7481 0.6805 1.1107  C2 1.570, N7 1.472, H8 1.093, H9 1.093
2 C -0.4008 -0.2677 1.6072  C1 1.570, C3 1.517, H10 1.093, H11 1.093
3 C -0.6650 -0.4712 0.1277  C2 1.517, N4 1.307, N7 1.344
4 N -1.2240 -1.1282 -0.8538  C3 1.307, C5 1.386
5 C -0.5625 -0.6152 -1.9582  N4 1.386, C6 1.379, H12 1.083
6 C 0.3980 0.3160 -1.6234  C5 1.379, N7 1.374, H13 1.079
7 N 0.2808 0.4034 -0.2573  C1 1.472, C3 1.344, C6 1.374
8 H 1.7583 0.3088 1.3009  C1 1.093
9 H 0.6690 1.7314 1.4004  C1 1.093
10 H -0.0574 -1.1505 2.1517  C2 1.093
11 H -1.1936 0.2297 2.1715  C2 1.093
12 H -0.8236 -0.9458 -2.9556  C5 1.083
13 H 1.0729 0.9090 -2.2217  C6 1.079

=====

Entry 2:
Formula: C5H6N2
Source: the OMol25 dataset
Level of theory: ωB97M-V/def2-TZVPD

Orbital gap (alpha / beta) = 8.495 / 8.495 eV
LUMO level (alpha / beta) = 0.141 / 0.141 eV
ΔE to the lowest compared entry with this formula, charge and spin = 81.1 kcal per mole
Calculated total energy = -303.506803 hartree

Last columns: bonded neighbours and bond lengths (Å).
Positions of all 13 atoms, in Å:
1 C -1.1801 -0.5164 -0.0779  C2 1.573, N7 1.457, H8 1.093, H9 1.097
2 C -1.1500 1.0431 0.1252  C1 1.573, C3 1.494, H10 1.092, H11 1.096
3 C 0.0707 1.4221 -0.6475  C2 1.494, N4 1.242
4 N 1.1549 1.1640 -0.0997  C3 1.242, C5 1.293
5 C 1.8568 0.1065 0.1481  N4 1.293, C6 1.457, H12 1.084
6 C 1.2122 -1.1516 -0.2043  C5 1.457, N7 1.281, H13 1.094
7 N -0.0367 -1.3616 -0.3978  C1 1.457, C6 1.281
8 H -1.9323 -0.7477 -0.8360  C1 1.093
9 H -1.5652 -0.9269 0.8641  C1 1.097
10 H -2.0688 1.4699 -0.2831  C2 1.092
11 H -1.0709 1.3014 1.1869  C2 1.096
12 H 2.8484 0.1775 0.5813  C5 1.084
13 H 1.8657 -2.0161 -0.3554  C6 1.094

=====

Entry 3:
Formula: C5H6N2
Source: the OMol25 dataset
Level of theory: ωB97M-V/def2-TZVPD

Orbital gap = 9.978 eV
LUMO level = 0.793 eV
ΔE to the lowest compared entry with this formula, charge and spin = 78.5 kcal per mole
Calculated total energy = -303.511028 hartree

Last columns: bonded neighbours and bond lengths (Å).
Positions of all 13 atoms, in Å:
1 C -2.5824 0.1068 0.1682  C2 1.380, H6 1.138, H7 1.253
2 C -1.4340 -0.6157 -0.0850  C1 1.380, H8 1.134, N12 1.488
3 C 0.7324 1.0589 -0.1033  C4 1.444, H9 1.099, N12 1.411
4 C 2.0487 0.5236 0.1536  C3 1.444, C5 1.276, H10 1.074
5 C 1.9929 -0.7478 0.0584  C4 1.276, H11 1.050, N13 1.333
6 H -3.5752 -0.1411 -0.3298  C1 1.138
7 H -2.5030 1.1530 0.8539  C1 1.253
8 H -1.3304 -1.6559 -0.5255  C2 1.134
9 H 0.3048 2.0623 -0.2381  C3 1.099
10 H 2.8957 1.0682 -0.2196  C4 1.074
11 H 2.7404 -1.4848 0.0967  C5 1.050
12 N -0.0355 -0.1176 0.0229  C2 1.488, C3 1.411, N13 1.349
13 N 0.7455 -1.2099 0.1476  C5 1.333, N12 1.349

=====

Entry 4:
Formula: C5H6N2
Source: the OMol25 dataset
Level of theory: ωB97M-V/def2-TZVPD

Orbital gap = 9.743 eV
LUMO level = 1.105 eV
ΔE to the lowest compared entry with this formula, charge and spin = 76.5 kcal per mole
Calculated total energy = -303.514186 hartree

Last columns: bonded neighbours and bond lengths (Å).
Positions of all 13 atoms, in Å:
1 C -0.8211 -0.6519 0.6508  C2 1.461, C3 1.368, H8 1.181
2 C -0.7772 0.7929 0.4380  C1 1.461, C4 1.391, H9 1.081
3 C -0.2844 -1.2036 -0.4806  C1 1.368, C5 1.433, H10 1.048
4 C -0.2943 1.0906 -0.8324  C2 1.391, C5 1.352, H11 1.182
5 C 0.0460 -0.1123 -1.3479  C3 1.433, C4 1.352, H12 1.119
6 N 1.8870 0.1350 0.9509  N7 1.128
7 N 1.8737 -0.2250 -0.1184  N6 1.128
8 H -1.3865 -1.0926 1.5896  C1 1.181
9 H -1.3226 1.4805 1.0683  C2 1.081
10 H -0.3050 -2.2317 -0.6832  C3 1.048
11 H 0.0958 2.0366 -1.4240  C4 1.182
12 H 0.5922 -0.2753 -2.3107  C5 1.119
13 H 0.3832 0.2219 1.1638  no bonds

=====

Entry 5:
Formula: C5H6N2
Source: the OMol25 dataset
Level of theory: ωB97M-V/def2-TZVPD

Orbital gap = 10.765 eV
LUMO level = 0.921 eV
ΔE to the lowest compared entry with this formula, charge and spin = 68.6 kcal per mole
Calculated total energy = -303.526811 hartree

Last columns: bonded neighbours and bond lengths (Å).
Positions of all 13 atoms, in Å:
1 N 1.1707 2.1112 -0.8590  C2 1.160
2 C 0.7089 1.6659 0.1080  N1 1.160, C3 1.460
3 C 0.1091 0.6342 0.9497  C2 1.460, C4 1.541, N7 1.626, H8 1.100
4 C -1.2241 0.1574 0.3418  C3 1.541, C5 1.524, H9 1.097, H10 1.092
5 C -0.4651 -1.0388 -0.2203  C4 1.524, C6 1.488, N7 1.499, H11 1.088
6 C 0.8527 -0.7926 -0.8661  C5 1.488, N7 1.475, H12 1.079, H13 1.090
7 N 0.7650 -0.8138 0.6062  C3 1.626, C5 1.499, C6 1.475
8 H 0.1447 0.8947 2.0179  C3 1.100
9 H -1.7648 0.8490 -0.3168  C4 1.097
10 H -1.8883 -0.1731 1.1433  C4 1.092
11 H -0.9271 -2.0227 -0.2608  C5 1.088
12 H 1.1371 0.1502 -1.3063  C6 1.079
13 H 1.3811 -1.6214 -1.3375  C6 1.090

=====

Entry 6:
Formula: C5H6N2
Source: the OMol25 dataset
Level of theory: ωB97M-V/def2-TZVPD

Orbital gap = 8.766 eV
LUMO level = 0.002 eV
ΔE to the lowest compared entry with this formula, charge and spin = 137.4 kcal per mole
Calculated total energy = -303.417044 hartree

Last columns: bonded neighbours and bond lengths (Å).
Positions of all 13 atoms, in Å:
1 C 1.8866 -0.3805 0.2670  C3 1.254, N6 1.212
2 C 1.4122 1.4931 -1.4286  C3 1.326, H8 1.154, H9 1.181
3 C 1.5507 0.4950 -0.5661  C1 1.254, C2 1.326
4 C -2.3224 -0.0023 0.5957  C5 1.475, N7 1.273, H11 1.161
5 C -1.6549 0.1984 -0.7041  C4 1.475, N7 1.449, H12 1.165, H13 1.021
6 N 2.3415 -1.3575 0.8205  C1 1.212, H10 1.012
7 N -1.3902 -0.8156 0.2962  C4 1.273, C5 1.449
8 H 0.3809 1.6727 -1.9135  C2 1.154
9 H 2.2994 2.0802 -1.9404  C2 1.181
10 H 1.6446 -2.0188 1.1400  N6 1.012
11 H -3.0611 0.2055 1.4663  C4 1.161
12 H -2.2247 -0.1641 -1.6535  C5 1.165
13 H -1.1176 1.0543 -0.8488  C5 1.021

=====

Entry 7:
Formula: C5H6N2O
Source: the OMol25 dataset
Level of theory: ωB97M-V/def2-TZVPD

Orbital gap = 7.735 eV
LUMO level = -1.252 eV
ΔE to the lowest compared entry with this formula, charge and spin = 141.9 kcal per mole
Calculated total energy = -378.644763 hartree

Last columns: bonded neighbours and bond lengths (Å).
Positions of all 14 atoms, in Å:
1 C 0.2834 1.3025 -2.0300  H6 1.117, H7 1.071, H8 1.234, N12 1.424
2 C -0.0969 -0.3205 -0.2787  C3 1.475, N12 1.286, N13 1.350
3 C 0.1334 0.5250 0.9076  C2 1.475, C4 1.421, O14 1.201
4 C -0.3886 -0.1399 2.0495  C3 1.421, C5 1.433
5 C -0.1731 -1.1429 3.0502  C4 1.433, H11 1.177
6 H -0.0294 2.3319 -1.7295  C1 1.117
7 H 1.3528 1.3048 -1.9708  C1 1.071
8 H 0.3554 1.4912 -3.2473  C1 1.234
9 H -0.5540 -1.7272 0.8442  N13 0.969
10 H -0.9774 -2.0627 -0.9365  N13 1.127
11 H -0.0145 -1.6002 4.1231  C5 1.177
12 N -0.1829 0.0650 -1.5022  C1 1.424, C2 1.286
13 N -0.3560 -1.6337 -0.0999  C2 1.350, H9 0.969, H10 1.127
14 O 0.6479 1.6067 0.8203  C3 1.201

=====

Entry 8:
Formula: C5H6N2O
Source: the OMol25 dataset
Level of theory: ωB97M-V/def2-TZVPD

Orbital gap = 8.531 eV
LUMO level = 0.994 eV
ΔE to the lowest compared entry with this formula, charge and spin = 50.4 kcal per mole
Calculated total energy = -378.790704 hartree

Last columns: bonded neighbours and bond lengths (Å).
Positions of all 14 atoms, in Å:
1 C 1.0991 -1.5732 -0.0552  C2 1.437, C3 1.373, H9 1.099
2 C -0.3174 -1.3721 0.0796  C1 1.437, C4 1.382, H10 1.171
3 C 1.8794 -0.4468 -0.1350  C1 1.373, O8 1.378, H11 1.163
4 C -0.9380 -0.1396 0.0058  C2 1.382, C5 1.792, N7 1.344
5 C 0.2247 1.2237 -0.0022  C4 1.792, N6 1.272, O8 1.288
6 N -0.1548 2.4381 0.0135  C5 1.272, H12 0.995
7 N -2.1996 0.2875 -0.1758  C4 1.344, H13 0.986, H14 1.065
8 O 1.4588 0.8642 -0.0862  C3 1.378, C5 1.288
9 H 1.5683 -2.5538 0.1055  C1 1.099
10 H -1.0809 -2.1915 0.4201  C2 1.171
11 H 3.0405 -0.4627 -0.0777  C3 1.163
12 H 0.6594 3.0016 -0.0810  N6 0.995
13 H -2.9567 -0.3393 -0.2527  N7 0.986
14 H -2.2828 1.2639 0.2413  N7 1.065